# 1
C15H14AgN5O3S | ωB97M-V with the def2-TZVPD basis set

Cartesian coordinates (Å):
Ag  -1.51  0.67  -1.71
N  3.73  2.71  3.99
C  3.22  2.49  2.70
C  4.04  1.99  1.69
C  3.55  1.80  0.41
C  2.23  2.13  0.13
C  1.41  2.65  1.12
C  1.90  2.83  2.40
S  1.58  1.88  -1.50
O  0.69  2.98  -1.76
O  2.70  1.68  -2.38
N  0.62  0.58  -1.39
C  1.10  -0.65  -1.07
N  2.39  -0.85  -0.77
C  2.75  -2.09  -0.47
C  1.87  -3.15  -0.47
C  0.56  -2.84  -0.77
N  0.16  -1.62  -1.06
H  4.51  2.12  4.22
H  3.03  2.70  4.71
H  5.07  1.73  1.92
H  4.16  1.39  -0.38
H  0.39  2.91  0.87
H  1.26  3.23  3.17
H  3.80  -2.22  -0.23
H  2.19  -4.16  -0.23
H  -0.22  -3.60  -0.77
O  -3.60  0.78  -2.00
N  -4.27  -0.31  -1.54
C  -4.35  -1.44  -2.32
C  -4.89  -2.59  -1.83
C  -5.38  -2.65  -0.49
C  -5.22  -1.49  0.29
C  -4.68  -0.35  -0.22
H  -3.96  -1.33  -3.32
H  -4.95  -3.45  -2.48
H  -5.80  -3.56  -0.09
H  -5.54  -1.48  1.33
H  -4.53  0.56  0.33

Calculated values
Relative energy (zero: lowest compared OMol25 entry of this formula, charge and spin), kJ/mol: 0.0
Net charge: -1
Frontier orbital gap (alpha / beta), Eh: 0.164 / 0.274
Multiplicity: 2

=====

# 2
C3H10NO2 | ωB97M-V with the def2-TZVPD basis set

Cartesian coordinates (Å):
C  0.60  0.77  0.15
O  -0.35  0.98  -0.76
C  0.68  -0.83  0.39
C  -0.73  -1.22  0.86
N  1.36  -1.58  -0.72
H  0.69  1.06  1.18
H  1.65  1.09  -0.18
H  1.30  -1.06  1.28
H  -1.60  -0.85  0.17
H  -0.92  -2.36  0.81
H  -0.83  -0.92  1.96
H  1.00  -2.48  -0.82
H  1.11  -0.98  -1.52
H  -1.84  3.36  -0.66
H  -0.97  2.01  -0.92
O  -1.15  3.02  -1.23

Calculated values
Relative energy (zero: lowest compared OMol25 entry of this formula, charge and spin), kJ/mol: 162.1
Frontier orbital gap (alpha / beta), Eh: 0.395 / 0.257
Multiplicity: 2

=====

# 3
BF4H14O7 | ωB97M-V with the def2-TZVPD basis set

Cartesian coordinates (Å):
B  0.24  -0.84  0.12
F  -1.03  -0.59  -0.51
F  0.99  -1.58  -0.78
F  0.89  0.35  0.26
F  0.09  -1.54  1.31
O  1.58  -0.26  3.21
H  2.27  -0.08  2.57
H  1.12  -1.03  2.88
O  1.62  2.63  1.58
H  1.14  1.89  1.25
H  1.19  3.31  1.07
O  0.47  -0.67  -3.49
H  0.56  -0.99  -2.60
H  0.32  0.26  -3.29
O  -2.45  -0.66  2.31
H  -1.70  -1.06  1.83
H  -3.16  -0.40  1.74
O  -1.50  1.85  1.84
H  -1.03  1.68  2.63
H  -1.85  0.98  1.64
O  2.86  0.27  -1.91
H  2.33  -0.48  -1.71
H  2.24  0.95  -2.09
O  -2.59  -1.03  -3.18
H  -2.95  -1.85  -3.29
H  -1.68  -1.11  -3.38

Calculated values
Relative energy (zero: lowest compared OMol25 entry of this formula, charge and spin), kJ/mol: 69.1
Net charge: -1
Frontier orbital gap, Eh: 0.394

=====

# 4
C45H60BN2O4P3SSiW | ωB97M-V with the def2-TZVPD basis set

Cartesian coordinates (Å):
W  -0.19  -0.50  -0.83
C  2.99  2.17  -3.63
C  3.64  1.40  -2.47
C  5.10  1.81  -2.37
P  2.53  1.34  -0.93
C  3.62  1.35  0.61
C  4.58  0.16  0.58
C  4.35  2.65  0.97
C  1.79  3.00  -0.74
C  2.42  4.15  -1.20
C  1.80  5.39  -1.11
C  0.54  5.48  -0.53
C  -0.06  4.34  -0.03
C  0.54  3.09  -0.10
Si  -0.23  1.50  0.72
C  0.24  1.91  2.58
C  0.52  3.21  2.97
C  0.68  3.56  4.30
C  0.59  2.59  5.28
C  0.37  1.28  4.91
C  0.19  0.93  3.57
P  -0.14  -0.83  3.10
C  1.30  -1.63  4.01
C  1.35  -3.13  3.71
C  2.61  -0.96  3.61
C  -1.58  -1.28  4.26
C  -2.54  -0.10  4.42
C  -1.31  -1.88  5.64
C  -2.13  1.99  0.85
C  -2.70  2.68  1.91
C  -4.07  2.90  2.00
C  -4.91  2.38  1.03
C  -4.37  1.68  -0.04
C  -3.00  1.50  -0.14
P  -2.16  0.79  -1.62
C  -2.01  2.49  -2.44
C  -3.29  2.99  -3.12
C  -0.80  2.62  -3.36
C  -3.46  -0.09  -2.64
C  -2.80  -0.57  -3.93
C  -4.03  -1.28  -1.87
H  3.50  1.92  -4.55
H  3.06  3.24  -3.48
H  1.95  1.91  -3.75
H  3.62  0.33  -2.75
H  5.56  1.71  -3.35
H  5.64  1.16  -1.69
H  5.22  2.84  -2.05
H  2.87  1.16  1.39
H  5.53  0.42  0.10
H  4.14  -0.67  0.03
H  4.80  -0.18  1.59
H  5.09  2.91  0.23
H  4.85  2.51  1.92
H  3.64  3.47  1.07
H  3.41  4.10  -1.63
H  2.30  6.27  -1.48
H  0.05  6.44  -0.46
H  -1.03  4.42  0.44
H  0.59  3.99  2.23
H  0.87  4.59  4.57
H  0.69  2.85  6.33
H  0.33  0.52  5.68
H  1.15  -1.49  5.09
H  1.65  -3.30  2.68
H  0.38  -3.61  3.86
H  2.08  -3.62  4.36
H  2.79  -1.07  2.55
H  3.44  -1.43  4.14
H  2.60  0.10  3.86
H  -2.11  -2.06  3.68
H  -2.14  0.61  5.14
H  -3.50  -0.45  4.77
H  -2.69  0.43  3.48
H  -0.83  -1.17  6.31
H  -0.71  -2.79  5.59
H  -2.27  -2.14  6.09
H  -2.06  3.07  2.69
H  -4.47  3.46  2.83
H  -5.97  2.53  1.10
H  -5.03  1.27  -0.79
H  -1.82  3.15  -1.59
H  -3.51  2.43  -4.02
H  -3.17  4.03  -3.39
H  -4.14  2.92  -2.44
H  -0.87  1.98  -4.24
H  0.09  2.33  -2.79
H  -0.69  3.65  -3.68
H  -4.28  0.60  -2.88
H  -2.01  -1.29  -3.70
H  -2.36  0.26  -4.48
H  -3.54  -1.05  -4.57
H  -3.25  -2.01  -1.70
H  -4.81  -1.76  -2.46
H  -4.46  -1.00  -0.91
O  -5.56  -3.89  2.37
C  -4.79  -4.42  1.57
O  -4.82  -5.48  0.96
C  -3.55  -3.50  1.20
C  -3.53  -2.16  1.58
C  -2.52  -1.34  1.14
N  -1.57  -1.73  0.27
C  -1.60  -3.03  -0.10
C  -2.54  -3.94  0.37
C  -0.79  -3.37  -1.34
O  -0.62  -4.52  -1.70
O  -0.47  -2.31  -1.98
H  -4.31  -1.78  2.22
H  -2.48  -0.31  1.47
H  -2.50  -4.97  0.02
S  0.86  -0.41  -4.15
C  0.63  -0.07  -2.63
B  3.33  -3.37  0.32
C  2.19  -2.36  0.12
N  1.34  -1.57  -0.05
H  4.02  -3.32  -0.67
H  2.84  -4.45  0.45
H  3.96  -3.03  1.29

Calculated values
Net charge: -1
Frontier orbital gap (alpha / beta), Eh: 0.227 / 0.212
Multiplicity: 2

=====

# 5
C7H10N2O4 | ωB97M-V with the def2-TZVPD basis set

Cartesian coordinates (Å):
C  1.06  -2.42  1.08
C  3.39  1.54  -0.04
C  -0.88  0.18  -1.19
C  -1.02  0.31  1.32
C  -2.38  0.50  -1.20
C  -2.52  0.59  1.13
C  -0.25  0.70  0.09
N  2.98  -2.46  -0.52
N  1.98  -2.41  0.36
O  3.41  2.57  0.46
O  3.44  0.51  -0.54
O  -3.02  0.01  -0.05
O  0.77  1.35  0.11
H  -0.75  -0.90  -1.20
H  -0.38  0.62  -2.06
H  -0.64  0.85  2.19
H  -0.87  -0.76  1.47
H  -2.52  1.59  -1.28
H  -2.87  0.02  -2.05
H  -3.10  0.16  1.95
H  -2.69  1.68  1.12
H  3.86  -2.61  -0.05
H  3.00  -1.63  -1.10

Calculated values
Relative energy (zero: lowest compared OMol25 entry of this formula, charge and spin), kJ/mol: 161.6
Frontier orbital gap, Eh: 0.377

=====

# 6
C8H13P | ωB97M-V with the def2-TZVPD basis set

Cartesian coordinates (Å):
C  -2.77  -1.08  1.05
C  -2.10  0.09  0.82
C  -1.86  -2.23  0.54
C  -1.22  1.04  1.58
C  -0.50  -1.61  0.90
C  -0.60  -0.15  0.62
C  3.11  0.91  -1.10
C  1.87  1.62  -1.61
P  0.36  0.49  -1.67
H  -3.74  -1.18  1.50
H  -2.07  -3.17  0.78
H  -1.90  -2.13  -0.59
H  -0.88  1.90  1.11
H  -1.12  0.84  2.65
H  -0.20  -1.85  1.91
H  0.20  -1.98  0.16
H  3.14  -0.10  -1.63
H  3.99  1.46  -1.55
H  3.14  0.89  -0.06
H  2.05  1.95  -2.59
H  1.55  2.60  -1.18
H  -0.43  1.67  -1.64

Calculated values
Relative energy (zero: lowest compared OMol25 entry of this formula, charge and spin), kJ/mol: 442.8
Frontier orbital gap, Eh: 0.279

=====

# 7
C3H3NO2 | ωB97M-V with the def2-TZVPD basis set

Cartesian coordinates (Å):
C  -1.18  -0.26  -0.18
C  0.93  0.47  0.00
C  0.89  -0.82  -0.03
H  -1.14  1.79  0.30
H  1.76  0.93  0.26
H  1.84  -1.40  0.08
N  -0.35  0.88  -0.32
O  -2.35  -0.24  0.06
O  -0.40  -1.34  -0.16

Calculated values
Relative energy (zero: lowest compared OMol25 entry of this formula, charge and spin), kJ/mol: 279.3
Frontier orbital gap, Eh: 0.345

=====

# 8
C11H10BrGdNS | ωB97M-V with the def2-TZVPD basis set

Cartesian coordinates (Å):
C  -1.33  -0.90  -1.56
C  -1.67  -1.98  -0.73
C  -2.59  -1.52  0.23
H  -1.41  -2.99  -0.91
C  -2.67  -0.09  0.09
C  -1.93  0.26  -1.05
H  -1.85  1.26  -1.48
H  -0.74  -0.92  -2.45
H  -3.08  -2.10  1.02
H  -3.36  0.55  0.62
Gd  -0.72  -1.27  1.85
Br  1.14  -2.97  1.40
C  2.57  1.52  0.21
C  1.61  2.23  -0.60
C  1.39  1.43  -1.79
H  1.08  3.16  -0.31
C  2.19  0.24  -1.70
C  2.92  0.29  -0.49
H  3.54  -0.50  -0.07
H  2.89  1.81  1.24
H  0.66  1.69  -2.58
H  2.16  -0.58  -2.41
S  -0.70  1.40  2.75
C  -0.22  0.44  4.02
N  0.14  -0.45  4.72

Calculated values
Relative energy (zero: lowest compared OMol25 entry of this formula, charge and spin), kJ/mol: 136.7
Net charge: -1
Frontier orbital gap (alpha / beta), Eh: 0.154 / 0.276
Multiplicity: 8

=====

Largest force on an atom, respectively: 0.166, 4.556, 3.031, 3.614, 1.829, 6.744, 7.065, 2.921 eV/A.